1.
ORCA calculation (ωB97M-V/def2-TZVPD) on a molecular structure, C7H25N12NiO9.

Calculated values
Multiplicity: 3
Total charge: +1
LUMO level (spin up / spin down): -5.7 / -6.4 eV
<S²>: 2.003
Strongest force on any atom: 7.05 eV/Å
HOMO-LUMO gap (spin up / spin down): 0.196 / 0.169 Eh

Last column: Mulliken charge in e.
Positions of all 54 atoms, in Å:
Ni1 -13.058861 -4.131742 -5.424293  1.15
O1 -17.204080 -4.073847 -6.539336  -0.18
C1 -16.063176 -4.700091 -6.478235  0.61
O2 -16.032069 -5.832145 -6.924074  -0.98
O3 -15.038831 -4.250733 -5.943703  -0.36
H1 -17.694429 -4.703506 -7.072897  0.13
C2 -14.010784 -6.879679 -4.146286  0.53
O4 -13.348527 -5.893762 -4.253310  -0.52
N1 -14.088614 -7.672018 -3.090848  -0.38
N2 -14.710048 -7.299411 -5.156640  -0.12
H2 -13.352859 -7.682285 -2.399005  0.27
H3 -14.683462 -8.483894 -3.175177  0.17
H4 -15.297294 -8.119847 -5.202695  0.22
H5 -15.010656 -6.635638 -5.856038  0.12
C3 -18.266051 -2.716147 -2.825014  0.63
O5 -18.989160 -3.176963 -2.008546  -0.65
N3 -17.530728 -3.413730 -3.600804  -0.19
N4 -18.047001 -1.438064 -2.869875  -0.41
H6 -16.945451 -2.992059 -4.307730  0.02
H7 -17.467098 -4.406684 -3.427341  0.13
H8 -18.582239 -0.796886 -2.301969  0.23
H9 -17.757657 -1.154167 -3.794959  0.18
C4 -20.073261 -1.052242 -8.351501  0.59
O6 -20.327947 -0.620239 -9.460344  -0.67
N5 -20.999358 -1.033535 -7.448304  -0.39
N6 -19.011932 -1.759990 -7.982291  -0.13
H10 -21.887487 -0.636417 -7.719636  0.24
H11 -20.927311 -1.614354 -6.625165  0.16
H12 -18.835811 -1.879697 -6.994995  0.04
H13 -18.288908 -1.568225 -8.660944  0.14
C5 -16.104618 -2.434261 -9.732985  0.45
O7 -15.288992 -2.096722 -10.557902  -0.71
N7 -17.124877 -3.257475 -9.983795  -0.11
N8 -16.047458 -2.123442 -8.480460  -0.12
H14 -17.617110 -3.728181 -9.237971  0.25
H15 -17.238366 -3.723871 -10.872451  0.22
H16 -16.589120 -2.610822 -7.781061  0.06
H17 -15.245254 -1.634574 -8.109542  0.20
C6 -18.528011 -6.410459 -9.468546  0.82
O8 -18.590341 -5.253295 -9.118575  -0.83
N9 -17.697621 -6.893129 -10.324501  -0.43
N10 -19.498699 -7.209655 -9.182077  -0.50
H18 -16.951542 -6.237135 -10.506534  0.24
H19 -17.984191 -7.740275 -10.793882  0.19
H20 -20.213445 -6.765633 -8.623448  0.23
H21 -19.593087 -8.189706 -9.407247  0.16
C7 -12.511872 -6.272865 -7.695256  0.65
O9 -12.705729 -5.141580 -7.223273  -0.62
N11 -11.360515 -6.701637 -7.999301  -0.36
N12 -13.462657 -7.147082 -7.833993  -0.19
H22 -10.511435 -6.166069 -7.888286  0.24
H23 -11.297237 -7.643218 -8.359205  0.15
H24 -13.199146 -8.018927 -8.270527  0.16
H25 -14.439895 -6.982756 -7.638790  0.27

Cartesian forces, eV/Å:
-2.8 -3.7 -1.7
-0.4 1.8 0.5
1.3 -2.0 -0.3
-0.6 -2.6 -1.7
2.3 3.8 2.4
-1.3 -0.2 -0.6
-2.1 -3.4 -0.2
4.0 5.8 0.4
0.6 -0.7 1.9
-2.0 -0.9 -2.5
-0.3 0.1 0.0
0.3 0.2 0.3
0.3 0.0 0.7
0.0 0.4 -0.3
-1.4 0.4 2.7
-2.5 -2.1 2.6
3.2 -3.4 -3.8
1.0 4.6 -1.5
0.0 -0.4 0.3
-0.2 0.3 -0.3
-0.1 -0.3 -0.3
0.0 1.0 0.4
-1.4 -0.3 -2.3
1.2 0.6 -0.8
-3.2 0.5 3.5
2.2 -0.4 -0.6
0.2 -0.2 0.2
-0.4 0.3 -0.1
0.4 0.2 -0.4
0.6 -0.4 0.6
0.5 -1.6 -3.2
0.9 0.8 -1.0
-1.5 -1.2 -0.7
0.8 1.7 5.4
-0.1 0.2 -0.4
0.3 0.6 0.1
0.0 0.2 -0.4
-0.2 0.0 -0.5
-1.5 1.2 -0.3
0.7 1.9 1.8
3.2 -0.7 -1.7
-3.9 -2.4 2.2
0.2 -0.8 -0.9
1.0 0.4 -0.4
-0.1 -0.5 -0.1
0.2 0.3 0.1
-2.2 1.1 1.7
0.0 2.9 1.7
4.9 -1.6 -1.4
-1.9 -2.0 -0.9
-0.3 0.0 -0.1
0.5 0.3 0.0
-0.6 0.1 0.1
0.1 0.5 -0.1


2.
ORCA calculation (ωB97M-V/def2-TZVPD) on a molecular structure, C7H26N4OPTi.

Calculated values
Multiplicity: 3
Total charge: -1
LUMO level (spin up / spin down): 2.4 / 2.4 eV
<S²>: 2.280
Strongest force on any atom: 3.51 eV/Å
HOMO-LUMO gap (spin up / spin down): 0.070 / 0.093 Eh

Last column: Mulliken charge in e.
Positions of all 40 atoms, in Å:
C1 -0.341327 -1.097626 -3.673366  -0.96
Ti1 0.104774 -1.884984 -1.837874  -1.96
N1 -0.701643 -3.868652 -1.493503  -0.15
H1 1.730417 -1.684506 -1.817976  -0.09
H2 -0.279146 -4.351852 -0.689014  0.28
H3 -1.192552 -1.745947 -2.667131  0.06
H4 -0.435607 -1.732583 -4.558017  0.20
H5 0.751507 -0.992282 -3.407584  0.13
H6 -0.790669 -0.108979 -3.795418  0.39
H7 -1.710140 -3.820900 -1.294286  0.30
H8 -0.602054 -4.495345 -2.293744  0.12
C2 2.091155 1.407144 -0.921641  -0.99
N2 1.037700 1.661416 0.070467  0.69
C3 1.217013 2.891117 0.847847  -1.39
P1 0.020485 0.487303 0.581092  -1.05
O1 -0.094207 -0.596702 -0.457766  1.10
N3 0.602014 -0.093437 2.018746  0.57
C4 -0.138051 -1.143588 2.717036  -1.10
C5 2.033677 -0.036081 2.319101  -0.87
N4 -1.479877 1.144248 0.823065  0.45
C6 -2.605715 0.211130 0.949246  -1.32
C7 -1.838695 2.392482 0.144902  -1.04
H9 2.970545 2.011070 -0.655056  0.26
H10 1.762083 1.702282 -1.929571  0.26
H11 2.387356 0.347688 -0.948778  0.28
H12 0.866259 3.758320 0.268155  0.32
H13 0.665315 2.861180 1.796742  0.41
H14 2.283583 3.035153 1.071459  0.45
H15 -0.446367 -1.952672 2.035086  0.18
H16 0.524248 -1.574258 3.475435  0.49
H17 -1.022160 -0.736500 3.224402  0.12
H18 2.235750 -0.752464 3.122043  0.38
H19 2.653156 -0.311247 1.451400  0.28
H20 2.328404 0.964709 2.665981  0.21
H21 -3.509648 0.811079 1.099154  0.48
H22 -2.745870 -0.393445 0.037853  0.26
H23 -2.483689 -0.456210 1.808440  0.22
H24 -2.924888 2.397463 0.006041  0.44
H25 -1.563312 3.266268 0.750149  0.25
H26 -1.359826 2.480211 -0.843119  0.32

Cartesian forces, eV/Å:
1.7 1.1 -1.1
-0.7 -2.4 2.5
-0.3 -0.7 0.8
3.0 -0.1 -0.2
0.0 -0.1 -0.1
-3.2 0.0 -1.4
-0.1 0.2 0.1
-0.2 0.9 -1.7
-0.2 -0.3 -0.1
0.4 0.1 -0.2
0.0 -0.1 -0.1
0.0 -0.2 -0.3
0.4 0.5 0.6
-0.1 0.0 -0.2
-0.1 -0.9 -0.6
0.0 1.8 1.9
0.0 0.2 0.3
-0.2 -0.2 0.1
0.2 0.1 -0.4
0.0 0.5 0.4
-0.3 -0.3 -0.1
0.2 0.1 -0.2
-0.2 -0.2 0.0
0.1 -0.1 0.2
-0.2 0.3 -0.1
0.1 -0.1 0.2
0.1 -0.1 -0.3
-0.2 0.0 0.0
0.0 0.1 0.2
-0.3 0.0 -0.2
0.2 -0.1 -0.1
0.1 0.2 -0.2
-0.1 0.0 0.3
0.0 -0.2 -0.1
0.1 -0.2 0.2
0.1 0.1 0.2
-0.1 0.1 -0.3
0.3 0.1 -0.1
-0.1 -0.1 -0.1
-0.2 0.0 0.2


3.
ORCA calculation (ωB97M-V/def2-TZVPD) on a molecular structure, C7H27AgN12O10.

Calculated values
Multiplicity: 2
Total charge: +1
LUMO level (spin up / spin down): -6.5 / -7.0 eV
<S²>: 0.758
Strongest force on any atom: 7.60 eV/Å
HOMO-LUMO gap (spin up / spin down): 0.153 / 0.134 Eh

Last column: Mulliken charge in e.
Positions of all 57 atoms, in Å:
Ag1 3.423260 4.265813 0.239096  0.98
O1 -1.193543 0.659774 1.531584  -0.36
C1 -0.133203 1.460295 1.414145  0.86
O2 -0.255823 2.653603 1.537519  -0.45
O3 0.972828 1.079142 1.030216  -0.35
H1 -1.742741 1.436687 1.659559  0.30
O4 3.175754 5.333933 3.940785  -0.64
H2 2.813799 4.724866 4.584413  0.32
H3 2.726737 6.161281 4.114284  0.33
C2 -5.376879 4.471594 1.030093  0.61
O5 -6.512180 4.588783 0.693063  -0.60
N1 -4.352556 4.819549 0.324147  -0.35
N2 -4.945507 4.135458 2.255571  -0.41
H4 -3.516715 4.955467 0.874610  0.15
H5 -4.451152 5.174676 -0.616201  0.22
H6 -5.696607 4.027352 2.922098  0.22
H7 -4.030079 4.244829 2.668048  0.17
C3 -7.502148 -1.560366 -0.914301  0.64
O6 -8.483015 -1.724751 -0.256419  -0.67
N3 -6.491516 -1.034883 -0.358324  -0.40
N4 -7.287829 -1.945528 -2.090606  -0.36
H8 -6.748801 -0.712131 0.563484  0.21
H9 -5.579485 -1.026536 -0.792171  0.16
H10 -8.097721 -2.193089 -2.640959  0.25
H11 -6.418352 -1.536378 -2.401586  0.18
C4 -1.810580 -2.697169 -3.854796  0.66
O7 -2.526698 -1.753959 -3.959216  -0.68
N5 -0.866968 -2.779213 -2.989150  -0.38
N6 -2.024327 -3.689331 -4.639702  -0.40
H12 -0.232029 -3.564680 -2.988129  0.19
H13 -0.626916 -1.881097 -2.594350  0.21
H14 -1.357607 -4.394422 -4.359654  0.16
H15 -2.814613 -3.618749 -5.264658  0.24
C5 6.656602 0.770680 2.952729  0.63
O8 6.365205 1.819226 2.401469  -0.66
N7 5.946234 0.375318 3.995190  -0.35
N8 7.617375 -0.048870 2.712565  -0.39
H16 6.416434 -0.324146 4.551777  0.13
H17 4.981576 0.629219 4.153488  0.20
H18 8.343051 0.317198 2.112996  0.26
H19 7.852116 -0.591797 3.531238  0.19
C6 1.183018 -4.792323 2.323891  0.65
O9 1.415116 -5.930082 2.852964  -0.66
N9 0.064879 -4.392631 1.817758  -0.32
N10 2.082685 -3.841714 2.091617  -0.38
H20 -0.717675 -5.007324 1.644963  0.22
H21 -0.058275 -3.433379 1.526599  0.11
H22 1.756720 -2.904175 1.904909  0.14
H23 3.003546 -3.988230 2.479759  0.22
C7 4.488954 0.787416 -3.839608  0.59
O10 4.655179 1.568920 -3.009293  -0.60
N11 5.073158 0.728183 -4.971611  -0.39
N12 3.671328 -0.216795 -3.773181  -0.40
H24 5.887582 1.325131 -4.993254  0.24
H25 4.897853 -0.031628 -5.613530  0.18
H26 3.046885 -0.102724 -2.987586  0.19
H27 3.333671 -0.796294 -4.528341  0.20

Cartesian forces, eV/Å:
0.2 -0.2 0.2
1.5 0.7 0.1
-1.3 -2.7 -0.8
0.3 3.1 0.5
1.9 -0.7 -0.3
-2.4 -0.3 0.4
0.1 -0.1 -0.5
0.0 -0.2 0.2
-0.1 0.3 0.1
-0.6 0.9 1.2
-2.3 -0.6 -0.5
3.9 1.0 -3.1
-1.1 -1.5 3.5
0.1 0.2 -1.0
0.1 0.0 0.4
0.2 -0.1 0.0
-0.3 0.1 -0.5
-2.7 -0.8 2.8
-3.8 -0.5 1.2
4.9 3.1 3.2
0.8 -1.8 -6.0
1.0 0.1 0.0
-0.1 0.4 0.7
0.6 0.1 -0.4
-0.6 -0.6 -1.6
-2.7 1.6 -1.4
-2.1 4.3 0.4
3.8 -0.2 3.3
1.2 -3.6 -1.1
0.2 0.5 0.3
0.3 -0.5 0.2
-1.1 -1.4 -1.7
0.4 -0.8 0.1
-3.1 3.4 0.4
0.1 0.5 -1.6
-1.3 -1.4 2.7
3.7 -1.9 -1.4
-1.2 0.0 0.4
0.6 0.1 0.1
0.2 -0.3 0.2
0.8 -0.3 -0.8
2.1 -4.7 2.0
-0.6 3.3 -1.6
-5.2 0.6 -1.5
3.0 1.3 0.5
0.3 0.0 0.4
-0.1 -0.5 -0.1
0.5 -0.2 0.1
-0.2 0.3 0.0
-1.1 -3.0 -2.6
1.0 5.1 5.5
3.9 1.5 -4.6
-4.7 -3.5 2.7
0.1 -0.3 -1.0
0.6 0.5 0.1
-0.2 -0.6 -0.2
0.3 0.4 0.1


4.
ORCA calculation (ωB97M-V/def2-TZVPD) on 6 unconnected molecules or ions with the total composition C7H27N7O6.

Calculated values
SMILES: COC[C@H](C)N.NC(N)=O.NC(N)=O.NC(N)=O.O.O
LUMO level: -0.1 eV
Strongest force on any atom: 7.73 eV/Å
HOMO-LUMO gap: 0.329 Eh
ΔE to the lowest compared entry with this formula, charge and spin: 248.13 kJ/mol

Last column: Mulliken charge in e.
Positions of all 47 atoms, in Å:
C1 -1.317204 -4.466095 3.126222  0.60
O1 -1.393534 -3.211895 3.120842  -0.65
N1 -2.344584 -5.363195 3.279552  -0.44
N2 -0.233944 -5.045525 2.743612  -0.36
H1 -2.207724 -6.343755 3.479252  0.19
H2 -3.249664 -5.017225 3.564572  0.23
H3 0.618176 -4.529355 2.577622  0.23
H4 -0.252054 -5.987805 2.380462  0.19
C2 1.711616 2.302805 2.930602  0.62
O2 2.742086 2.911915 3.182642  -0.71
N3 1.680996 1.108745 2.547222  -0.20
N4 0.464076 2.659785 3.158712  -0.34
H5 2.598386 0.690755 2.485722  0.17
H6 0.851046 0.610755 2.258602  0.18
H7 0.294006 3.579495 3.539892  0.19
H8 -0.155754 2.010595 2.695612  0.17
C3 0.979466 -3.244465 -1.033698  0.64
O3 1.891346 -2.542655 -1.313388  -0.61
N5 0.792516 -4.489655 -1.316778  -0.38
N6 -0.007604 -2.938955 -0.217508  -0.23
H9 1.533736 -5.020175 -1.751778  0.22
H10 -0.145084 -4.776075 -1.073938  0.17
H11 -0.738554 -3.561985 0.094982  0.13
H12 0.063736 -2.012705 0.178822  0.18
C4 0.348396 4.542565 -4.770218  -1.50
C5 0.303466 4.132185 -3.390768  0.51
C6 0.189356 2.652575 -3.157828  -0.74
O4 0.304016 2.448265 -1.758708  -0.28
C7 0.368386 1.096265 -1.318618  -0.70
N7 1.569726 4.605375 -2.738958  -0.81
H13 1.240786 4.208625 -5.299578  0.30
H14 0.315986 5.628495 -4.858558  0.36
H15 -0.534944 4.140175 -5.266108  0.36
H16 -0.502864 4.654415 -2.875808  0.31
H17 0.937456 2.103165 -3.729318  0.37
H18 -0.742314 2.182065 -3.471998  0.41
H19 0.756196 0.355115 -2.017488  0.37
H20 -0.603844 0.716725 -1.004268  0.20
H21 0.924656 0.902905 -0.401408  0.22
H22 1.534926 4.393655 -1.752008  0.33
H23 2.259916 3.909685 -2.983398  0.28
O5 -0.583034 -0.488515 1.761522  -0.67
H24 -1.291774 0.094055 1.488512  0.37
H25 -0.977074 -1.360845 1.764462  0.21
O6 -3.053684 0.584625 1.439142  -0.69
H26 -3.976924 0.816545 1.338782  0.28
H27 -2.962284 0.358545 2.364762  0.31

Cartesian forces, eV/Å:
-2.5 3.2 -0.6
-0.7 -1.8 0.7
-1.3 0.4 0.6
4.2 -2.4 -1.2
0.4 0.3 0.0
0.3 0.2 -0.1
-0.4 0.2 0.0
0.1 0.2 0.3
1.6 3.5 2.2
0.1 0.9 0.1
2.2 -6.9 -2.8
-2.3 2.3 0.6
-0.4 -0.4 -0.4
0.5 -0.4 0.2
-0.6 -0.3 -0.5
-1.0 1.2 0.7
-0.2 0.2 1.3
2.3 1.9 -1.0
0.4 -4.6 -2.2
-2.5 3.7 2.6
-0.7 -0.2 -0.1
0.8 -1.3 -0.7
0.4 0.4 0.1
-0.5 -0.1 0.1
-0.6 0.5 -2.3
1.3 0.3 2.8
-0.7 -1.0 0.4
0.7 -0.8 0.6
-0.6 -0.7 0.3
-0.3 -0.2 0.0
0.0 -0.2 0.0
0.0 0.0 0.0
0.0 0.0 -0.4
-0.2 -0.1 0.1
0.6 0.0 0.1
-0.5 0.3 -0.3
0.2 0.4 -0.5
-0.6 0.2 -0.4
0.6 1.0 0.0
-0.5 0.3 0.4
0.6 0.0 -0.7
0.4 0.1 -0.1
-0.3 0.2 -0.5
-0.1 -0.5 0.5
0.0 0.1 0.0
-0.2 0.1 -0.2
-0.1 -0.1 0.4


5.
ORCA calculation (ωB97M-V/def2-TZVPD) on 6 unconnected molecules or ions with the total composition C7H27O6.

Calculated values
Multiplicity: 2
LUMO level (spin up / spin down): 0.6 / 0.6 eV
<S²>: 0.751
Strongest force on any atom: 2.28 eV/Å
HOMO-LUMO gap (spin up / spin down): 0.101 / 0.396 Eh

Last column: Mulliken charge in e.
Positions of all 40 atoms, in Å:
O1 5.046799 -11.052622 25.184446  -1.52
H1 4.165391 -10.693262 25.309282  0.44
H2 4.939223 -11.972859 25.435851  0.56
H3 5.378091 -10.998623 24.285046  0.49
C1 8.644547 -8.151991 25.581703  -1.30
C2 8.661704 -9.680084 25.189763  0.34
C3 8.851468 -10.642019 26.334339  -0.83
O2 7.509646 -9.960854 24.333757  -0.35
H4 9.537769 -7.721590 26.034468  0.39
H5 7.885072 -7.953695 26.338006  0.27
H6 8.482008 -7.471495 24.745878  0.40
H7 9.558770 -9.919824 24.618892  0.06
H8 7.970517 -10.700553 26.973552  -0.25
H9 9.731190 -10.338319 26.901742  0.43
H10 9.146545 -11.646700 26.031600  0.34
H11 7.442276 -9.332340 23.611250  0.21
C4 6.164823 -14.203969 26.214396  -0.83
O3 4.902599 -13.525633 26.098071  -0.13
H12 6.286286 -14.465752 27.265509  0.28
H13 6.046949 -15.201342 25.790780  0.35
H14 7.005472 -13.683330 25.755763  0.20
H15 4.249240 -14.228448 26.125808  0.19
C5 1.537940 -10.587797 24.563706  -1.13
O4 2.619450 -9.777240 25.086468  0.68
H16 1.835444 -11.636298 24.548035  0.08
H17 0.576780 -10.406070 25.044569  0.36
H18 1.356333 -10.332517 23.519697  0.39
H19 2.375071 -8.867062 24.903594  -0.13
C6 5.929801 -10.394358 28.701154  -0.71
O5 4.726509 -10.883474 28.141854  -0.39
H20 6.815265 -11.027397 28.643636  0.25
H21 6.247466 -9.492808 28.177323  0.19
H22 5.741943 -10.179535 29.753128  0.34
H23 4.055189 -10.201259 28.216080  0.28
C7 4.090326 -10.820864 21.862047  -1.19
O6 5.083203 -11.634628 22.529806  0.24
H24 4.431489 -10.679531 20.836503  0.53
H25 3.231205 -11.484602 21.764798  0.23
H26 4.089533 -9.890482 22.429926  0.11
H27 5.834556 -11.749222 21.943349  0.12

Cartesian forces, eV/Å:
0.9 0.5 1.4
-1.6 1.6 -0.2
0.2 -2.1 0.7
0.3 0.2 -1.7
0.0 -0.5 0.4
0.5 1.4 -1.2
-0.6 -0.2 0.5
0.5 -0.8 1.4
0.5 -0.7 0.0
-0.4 -0.1 -0.2
-0.4 -0.4 -0.3
0.1 0.6 -0.6
0.2 0.0 0.1
-0.2 0.5 0.2
-0.5 -0.1 -0.5
0.3 0.3 0.0
-0.7 -1.3 0.6
0.6 0.2 -0.4
0.7 0.6 0.2
0.3 0.1 -0.7
-0.3 0.2 0.2
-0.4 0.3 -0.1
0.1 0.4 -0.8
-0.5 -1.3 0.0
-0.1 0.1 0.5
0.2 -0.2 0.6
0.2 0.1 -0.2
0.2 0.7 0.0
-0.2 1.0 0.4
0.4 -1.0 -0.4
-0.7 -0.8 -0.2
-0.1 0.4 0.1
0.3 0.2 0.2
0.0 0.2 0.0
1.2 -1.1 -0.5
0.3 -0.2 0.4
0.0 0.5 0.0
-0.6 0.8 0.5
-1.0 0.1 -0.3
0.2 0.0 0.0